[1]
C4H4NO5 | wB97M-V/def2-TZVPD

Its total energy is -585.84738 hartree. Its HOMO energy is -3.648 eV. As for the charge: -1. As for the energy above the lowest of the compared OMol25 structures with the same formula, charge and spin: 49.7 kJ/mol.

Each line ends with the Mulliken charge.
Element x y z (Å)
O 4.2872 -1.0976 0.0220  -0.473
O -1.4883 2.3878 -1.4495  -0.432
O -1.7190 -0.7538 0.8149  -0.455
O -2.3931 0.3987 -2.0018  -0.414
O -0.6176 0.9369 1.8216  -0.712
N 2.1460 -1.4989 0.8838  -0.460
C -0.7727 0.2636 0.8027  0.374
C -1.7940 1.2831 -1.6049  0.676
C 3.2152 -1.1892 0.4580  0.514
C -0.1678 0.3822 -0.4169  -0.995
H -0.1345 -0.4494 -1.0755  0.422
H 1.2457 -1.0131 1.0207  0.428
H -2.5874 -0.6427 1.2347  0.289
H 0.7803 0.9923 -0.5097  0.238

---

[2]
C4H4NOP | wB97M-V/def2-TZVPD

The spin multiplicity is 3. Its total energy is -626.01578 hartree. Its HOMO energy (alpha / beta) is -7.469 / -9.345 eV. As for the charge: 0. As for the energy above the lowest of the compared OMol25 structures with the same formula, charge and spin: 0.0 kJ/mol.

Each line ends with the Mulliken charge.
Element x y z (Å)
P -2.4248 -0.2442 0.0850  0.249
O -2.5080 0.8355 1.0408  -0.330
N 1.0343 0.8630 -0.9355  -0.553
C -0.4694 -0.6275 -0.1305  0.346
C 0.6200 -0.3497 0.8936  -0.538
C 1.4352 0.6114 0.3055  -0.207
C -0.0498 0.2037 -1.2064  -0.481
H 2.3231 1.1169 0.7552  0.366
H -0.4413 -1.7258 -0.5274  0.303
H 0.8565 -0.8177 1.8858  0.302
H -0.3758 0.1343 -2.1662  0.544

---

[3]
C4H4O | wB97M-V/def2-TZVPD

Its total energy is -230.00947 hartree. Its HOMO energy is -8.872 eV. As for the charge: 0. As for the energy above the lowest of the compared OMol25 structures with the same formula, charge and spin: 48.5 kJ/mol. As for the SMILES: c1ccoc1.

Each line ends with the Mulliken charge.
Element x y z (Å)
O 1.3496 -0.3543 0.0180  -0.269
C -0.5595 0.8979 0.0056  -0.395
C 0.2749 -1.1472 -0.0643  -0.420
C 0.8187 0.8777 -0.0577  -0.217
C -0.8678 -0.5078 -0.0455  -0.299
H 0.3557 -2.1601 0.1484  0.407
H -1.7848 -0.9725 -0.0326  0.471
H 1.6423 1.5816 -0.0859  0.388
H -1.2291 1.7847 0.1140  0.335

---

[4]
C4H4O | wB97M-V/def2-TZVPD

Its total energy is -229.80081 hartree. Its HOMO energy (alpha / beta) is -8.632 / -7.905 eV. As for the charge: 0. As for the energy above the lowest of the compared OMol25 structures with the same formula, charge and spin: 596.4 kJ/mol.

Each line ends with the Mulliken charge.
Element x y z (Å)
O -0.3655 1.6600 -0.6626  -0.470
C 0.6813 -0.8010 -0.4476  -0.307
C 0.2328 -0.4069 0.8745  -0.512
C -0.6630 -1.2346 -0.0480  -0.315
C 0.4087 0.6441 -0.2174  0.287
H -0.6601 2.3645 -0.0212  0.353
H 1.3985 -1.3717 -0.9455  0.433
H 0.5338 -0.1142 1.8758  0.399
H -1.5664 -0.7401 -0.4080  0.130

---

[5]
C4H4O | wB97M-V/def2-TZVPD

Its total energy is -229.88356 hartree. Its HOMO energy is -8.540 eV. As for the charge: 0. As for the energy above the lowest of the compared OMol25 structures with the same formula, charge and spin: 379.1 kJ/mol.

Each line ends with the Mulliken charge.
Element x y z (Å)
O -1.1741 -0.5977 0.1792  -0.255
C 0.3346 0.7166 -1.0516  -0.895
C 0.9445 0.0506 0.1721  -0.331
C -0.9597 0.3105 -0.9100  -0.027
C -0.0369 -0.7353 0.8040  0.001
H 0.0448 -1.3732 1.6796  0.401
H 2.0085 -0.0363 0.3505  0.453
H -1.8304 0.4918 -1.5370  0.381
H 0.6687 1.1730 0.3132  0.271

---

[6]
C4H4O | wB97M-V/def2-TZVPD

Its total energy is -229.94259 hartree. Its HOMO energy is -9.664 eV. As for the charge: 0. As for the energy above the lowest of the compared OMol25 structures with the same formula, charge and spin: 224.1 kJ/mol. As for the SMILES: O=C1[C@H]2C[C@@H]12.

Each line ends with the Mulliken charge.
Element x y z (Å)
O -1.8474 0.9387 -1.3924  -0.564
C 0.9091 -0.5599 0.0784  -0.443
C -0.9018 0.5374 -0.7562  0.691
C 0.2744 0.8339 0.0042  -0.426
C -0.5861 -0.5674 0.1727  -0.290
H 0.6606 1.5552 0.7872  0.251
H 1.2943 -0.8253 -0.8290  0.208
H -1.2025 -0.9808 1.0549  0.230
H 1.3993 -0.9317 0.8801  0.343

---

[7]
C4H4O | wB97M-V/def2-TZVPD

The spin multiplicity is 3. Its total energy is -229.81669 hartree. Its HOMO energy (alpha / beta) is -6.603 / -10.756 eV. As for the charge: 0. As for the energy above the lowest of the compared OMol25 structures with the same formula, charge and spin: 162.6 kJ/mol.

Each line ends with the Mulliken charge.
Element x y z (Å)
O -1.0174 -0.8082 -0.0254  -0.313
C 1.4361 -0.4687 0.0702  -0.033
C 0.2742 -1.2458 0.0239  -0.342
C -1.6141 0.3285 0.0063  -0.458
C 2.3801 0.2556 -0.0742  -0.124
H 0.4646 -2.3380 -0.1960  0.297
H -2.5903 0.1477 0.3162  0.332
H -1.1392 1.3676 -0.1960  0.275
H 3.1615 0.8533 0.2781  0.366

---

[8]
C4H4O2 | wB97M-V/def2-TZVPD

Its total energy is -305.13839 hartree. Its HOMO energy is -9.252 eV. As for the charge: 0. As for the energy above the lowest of the compared OMol25 structures with the same formula, charge and spin: 370.4 kJ/mol.

Each line ends with the Mulliken charge.
Element x y z (Å)
O -1.2266 0.6871 0.1273  -0.399
O -2.0189 -1.0484 1.3943  -0.484
C 0.3095 1.1431 -0.7428  0.032
C -1.2539 -0.4035 0.7320  0.560
C 1.1399 -0.9685 0.0557  -0.526
C 1.2291 0.1245 -0.5697  -0.244
H -0.1070 -0.9780 0.5743  0.174
H -0.1474 1.2588 -1.7214  0.239
H 0.4743 2.0773 -0.2133  0.240
H 1.6011 -1.8924 0.3636  0.408

---

[9]
C4H4O2 | wB97M-V/def2-TZVPD

Its total energy is -305.15903 hartree. Its HOMO energy is -8.861 eV. As for the charge: 0. As for the energy above the lowest of the compared OMol25 structures with the same formula, charge and spin: 316.2 kJ/mol. As for the SMILES: C=C=C(O)C=O.

Each line ends with the Mulliken charge.
Element x y z (Å)
O -0.6338 1.7754 -0.1487  -0.546
O -2.4426 -0.1762 -0.5441  -0.541
C 0.9792 0.1128 0.0353  0.300
C -0.2704 0.4750 -0.0859  -0.042
C -1.3182 -0.5299 -0.2464  0.197
C 2.1022 -0.3757 0.4335  -0.625
H 1.3600 -0.7994 1.2285  0.301
H -1.0545 -1.5913 -0.0646  0.311
H -1.5888 1.7314 -0.3071  0.361
H 2.8985 -0.6519 -0.2847  0.285

---

[10]
C4H4O2 | wB97M-V/def2-TZVPD

Its total energy is -305.13570 hartree. Its HOMO energy is -9.693 eV. As for the charge: 0. As for the energy above the lowest of the compared OMol25 structures with the same formula, charge and spin: 377.4 kJ/mol.

Each line ends with the Mulliken charge.
Element x y z (Å)
O -0.0961 -2.0163 0.0655  -0.513
O -2.1024 -0.1193 -0.8320  -0.497
C 1.2318 -0.0441 0.2873  -0.130
C -0.0183 -0.8181 0.2086  0.514
C 2.1685 0.6705 0.0187  -0.266
C -0.9683 0.2773 -0.1285  -0.416
H -1.2760 0.9314 0.6848  0.369
H -1.8817 -0.9009 -1.3642  0.339
H 0.1235 0.9948 -0.4617  0.198
H 3.1012 1.1676 0.0976  0.404

---

[11]
C4H4O2 | wB97M-V/def2-TZVPD

Its total energy is -305.15344 hartree. Its HOMO energy is -9.728 eV. As for the charge: 0. As for the energy above the lowest of the compared OMol25 structures with the same formula, charge and spin: 330.9 kJ/mol. As for the SMILES: COC#CC=O.

Each line ends with the Mulliken charge.
Element x y z (Å)
O 1.3179 -0.8469 1.2646  -0.475
O -0.8141 0.7570 -0.9937  -0.382
C 1.6161 0.7284 -0.4104  -0.533
C -1.7111 0.1175 -0.0474  -0.588
C 0.4169 0.7764 -0.6728  0.600
C 2.0208 -0.4466 0.3578  0.168
H 2.9216 -0.9908 0.0439  0.358
H -1.3246 0.2098 0.9695  0.341
H -2.6606 0.6314 -0.1833  0.230
H -1.7829 -0.9360 -0.3284  0.281

---

[12]
C4H4O2 | wB97M-V/def2-TZVPD

Its total energy is -305.15612 hartree. Its HOMO energy is -10.264 eV. As for the charge: 0. As for the energy above the lowest of the compared OMol25 structures with the same formula, charge and spin: 323.8 kJ/mol.

Each line ends with the Mulliken charge.
Element x y z (Å)
O -1.4821 1.7014 -0.4606  -0.145
O 0.3051 -1.2534 -1.6776  -0.513
C -0.7513 0.8532 -1.3759  0.090
C 0.0271 -0.3816 -0.9234  0.631
C -0.4365 2.2529 -0.9377  -0.213
C 0.4085 -0.3443 0.5348  -1.469
H 0.9225 -1.2371 0.7595  0.414
H 1.1259 0.3497 0.8220  0.425
H -1.2090 0.6035 -2.3210  0.361
H -0.3646 -0.3823 1.2014  0.420

---

[13]
C4H4O2 | wB97M-V/def2-TZVPD

Its total energy is -305.22786 hartree. Its HOMO energy is -9.632 eV. As for the charge: 0. As for the energy above the lowest of the compared OMol25 structures with the same formula, charge and spin: 135.5 kJ/mol. As for the SMILES: C=CC(=O)C=O.

Each line ends with the Mulliken charge.
Element x y z (Å)
O -0.5781 -1.3967 1.3479  -0.452
O 1.6976 1.1079 0.8287  -0.514
C -0.0063 -0.3600 1.4872  0.062
C 0.3327 0.4648 -0.9874  -0.266
C 0.7867 0.4499 0.3640  0.466
C -0.6961 -0.3213 -1.2731  -0.752
H -0.0074 0.0651 2.5144  0.357
H -0.9749 -1.0570 -0.6068  0.383
H 0.6584 1.2753 -1.5028  0.448
H -1.2125 -0.2281 -2.1721  0.268

---

[14]
C4H4O2 | wB97M-V/def2-TZVPD

Its total energy is -305.20867 hartree. Its HOMO energy is -10.482 eV. As for the charge: 0. As for the energy above the lowest of the compared OMol25 structures with the same formula, charge and spin: 185.9 kJ/mol. As for the SMILES: C#CCOC=O.

Each line ends with the Mulliken charge.
Element x y z (Å)
O 2.3424 -0.6285 -0.1438  -0.461
O 0.4290 0.7373 0.0564  -0.262
C -0.3700 -0.4353 0.2086  -0.453
C -2.9864 0.0380 -0.1348  0.331
C 1.7943 0.4431 -0.0437  0.116
C -1.8052 -0.1015 -0.0118  -0.563
H 2.2776 1.3955 0.0711  0.384
H -4.1224 0.0426 -0.2347  0.381
H 0.0439 -1.1435 -0.5306  0.290
H -0.1670 -0.8313 1.2840  0.237

---

[15]
C4H4O2 | wB97M-V/def2-TZVPD

Its total energy is -305.10070 hartree. Its HOMO energy is -9.643 eV. As for the charge: 0. As for the energy above the lowest of the compared OMol25 structures with the same formula, charge and spin: 469.3 kJ/mol.

Each line ends with the Mulliken charge.
Element x y z (Å)
O -2.4419 1.1270 0.0993  -0.490
O -1.8678 -1.0893 -0.6885  -0.347
C 1.1429 -0.3399 -0.2078  -0.365
C 1.5156 0.8850 -0.3111  -0.539
C -1.8768 0.0821 0.0315  0.686
C -0.8963 -0.8482 0.3790  -0.190
H -0.6709 -1.5780 1.2334  0.268
H 2.4228 1.3039 -0.4749  0.348
H 1.6453 -1.2205 -0.2244  0.372
H 1.0271 1.6778 0.1634  0.257

---

[16]
C4H4O2 | wB97M-V/def2-TZVPD

Its total energy is -305.10025 hartree. Its HOMO energy is -8.309 eV. As for the charge: 0. As for the energy above the lowest of the compared OMol25 structures with the same formula, charge and spin: 470.5 kJ/mol.

Each line ends with the Mulliken charge.
Element x y z (Å)
O 0.6264 0.3720 1.9094  -0.488
O -0.5769 -0.6040 -1.3993  -0.453
C -0.1362 0.3862 0.7316  0.591
C -0.9180 1.2576 0.0694  -1.144
C -1.2556 0.4479 -1.0676  0.341
C 0.3419 -0.8791 0.2099  -0.073
H -2.1551 0.6785 -1.6786  0.412
H 1.4103 -0.8703 -0.0403  0.227
H 1.4025 0.9332 1.7914  0.336
H 0.0589 -1.8072 0.7372  0.252

---

[17]
C4H4O2 | wB97M-V/def2-TZVPD

Its total energy is -305.24879 hartree. Its HOMO energy is -9.107 eV. As for the charge: 0. As for the energy above the lowest of the compared OMol25 structures with the same formula, charge and spin: 80.5 kJ/mol. As for the SMILES: O=C1CC=CO1.

Each line ends with the Mulliken charge.
Element x y z (Å)
O -0.3996 -1.4423 0.0565  -0.337
O -2.4730 -0.3519 -0.1177  -0.488
C -1.2793 -0.2668 -0.0659  0.376
C -0.2653 0.9205 0.0456  -0.225
C 0.8625 -1.0641 -0.0193  -0.122
C 1.0857 0.2889 -0.1250  -0.423
H -0.5647 1.9658 -0.5521  0.301
H 2.0722 0.7380 -0.2836  0.342
H -0.5302 1.1680 1.2170  0.193
H 1.4915 -1.9561 -0.1555  0.384

---

[18]
C4H4O2 | wB97M-V/def2-TZVPD

Its total energy is -305.18268 hartree. Its HOMO energy is -9.737 eV. As for the charge: 0. As for the energy above the lowest of the compared OMol25 structures with the same formula, charge and spin: 254.1 kJ/mol. As for the SMILES: O=C/C=C\C=O.

Each line ends with the Mulliken charge.
Element x y z (Å)
O -0.5584 2.2090 -0.2738  -0.490
O 1.4716 -0.3985 -1.2535  -0.382
C -0.6022 1.1421 0.2847  0.174
C -0.0533 -1.0421 0.0725  -0.192
C 1.2226 -0.2840 -0.0757  -0.040
C -1.0918 -0.2242 -0.1211  -0.476
H 0.1076 -2.1146 -0.0128  0.351
H -2.0970 -0.4390 -0.4757  0.352
H 1.9137 0.1851 0.6558  0.360
H -0.2674 0.9690 1.3353  0.344

---

[19]
C4H4O2 | wB97M-V/def2-TZVPD

Its total energy is -305.19306 hartree. Its HOMO energy is -10.571 eV. As for the charge: 0. As for the energy above the lowest of the compared OMol25 structures with the same formula, charge and spin: 226.9 kJ/mol. As for the SMILES: C#CC(=O)CO.

Each line ends with the Mulliken charge.
Element x y z (Å)
O -2.0867 -0.0828 -0.7581  -0.479
O -0.1658 -1.9902 0.3546  -0.513
C 1.2751 -0.1082 0.4515  -0.219
C 0.0010 -0.7934 0.3321  0.384
C 2.1911 0.6490 0.2500  -0.096
C -0.9717 0.3100 -0.0254  -0.387
H 3.1699 1.0530 0.2731  0.397
H -0.2615 1.0274 -0.5011  0.280
H -1.8454 -0.8610 -1.2781  0.333
H -1.3060 0.7960 0.9014  0.300

---

[20]
C4H4O2S | wB97M-V/def2-TZVPD

Its total energy is -703.33058 hartree. Its HOMO energy is -9.175 eV. As for the charge: 0. As for the energy above the lowest of the compared OMol25 structures with the same formula, charge and spin: 423.7 kJ/mol. As for the SMILES: O=C/C=C\OC=S.

Each line ends with the Mulliken charge.
Element x y z (Å)
S -3.5097 -0.6998 -0.0714  -0.224
O -1.2950 0.7073 -0.6890  -0.214
O 0.9013 -1.8968 -0.6463  -0.460
C 1.0904 0.4331 -0.0438  0.109
C 1.4712 -0.9506 0.1226  -0.040
C -0.1146 1.1099 -0.2530  -0.193
C -1.8377 -0.2875 -0.0616  0.021
H 0.0685 2.1417 -0.0932  0.355
H 1.6522 1.2818 0.3938  0.219
H 2.4528 -1.1796 0.7558  0.245
H -0.8795 -0.6596 0.5861  0.183